Molecular formula: C2H4ClN
Method: DFT, wB97M-V/def2-TZVPD

```
8
Properties=species:S:1:pos:R:3:forces:R:3:nbo_charge:R:1
C 0.780687 -0.308446 -0.031901 1.358 0.713 -1.156 0.19
C -0.585905 -0.584970 -0.445401 -3.055 -2.019 -0.281 -0.22
N 0.400817 -0.147316 -1.314146 0.502 -0.992 2.328 -0.56
Cl -1.927181 0.506439 -0.288367 -0.849 0.949 0.464 -0.05
H 1.103400 1.354596 2.023344 -1.577 -0.594 1.925 0.00
H 0.584539 1.160212 2.643382 1.555 0.668 -1.807 -0.01
H -1.085731 -1.616231 -0.370172 1.501 1.254 -0.399 0.21
H 0.729372 -0.364287 -2.216738 0.564 0.021 -1.074 0.42
```
Forces are in eV/Å.

Relative energy (zero: lowest compared OMol25 entry of this formula, charge and spin), eV: 4.496
HOMO energy, Ha: -0.357
2S+1: 1